[1]
12
Properties=species:S:1:pos:R:3 method="wB97M-V/def2-TZVPD" e_lumo_ev=-11.90 total_charge=+2 energy_ev=-29665.204 orbital_gap_ev=8.23 spin_multiplicity=1 de_lowest_kj_mol=18.2
F 1.53913 -0.08545 1.64794
Sc 1.73923 -0.24832 -0.32064
O 1.61036 0.76372 -1.92047
H 1.09154 0.57262 -2.70109
C 3.27970 2.32450 2.65640
O 2.46620 1.31921 3.27138
C 1.30179 1.05400 2.74293
H 2.65694 3.17757 2.35635
H 4.02432 2.61792 3.40072
H 3.79505 1.91248 1.77999
H 0.64865 0.50082 3.41982
H 0.82091 1.84567 2.15734


[2]
45
Properties=species:S:1:pos:R:3 method="wB97M-V/def2-TZVPD" e_lumo_ev=-0.06 energy_ev=-28165.348 orbital_gap_ev=10.38 spin_multiplicity=1 de_lowest_kj_mol=349.7
C 2.35581 1.88868 -5.24937
O 1.75843 0.54621 -5.20363
H 1.68037 2.65647 -5.62669
H 2.71587 2.29362 -4.30361
H 3.23207 1.90085 -5.89754
H 2.29057 0.04547 -4.58100
C 0.61262 -0.75335 6.21053
O 0.33300 -2.12835 6.34919
H -0.25792 -0.14571 5.96348
H 1.04757 -0.30301 7.10278
H 1.29371 -0.60889 5.37188
H -0.33484 -2.26469 7.02520
C -0.73577 -0.45358 0.12420
O -1.87675 -0.78556 -0.62692
H -0.16114 0.27010 -0.45388
H -1.05312 0.05764 1.03307
H -0.12667 -1.32593 0.36112
H -2.43711 -0.02086 -0.77800
O -3.58345 -4.52797 -3.24782
H -3.21340 -3.73877 -2.85226
H -2.84342 -4.94484 -3.68916
O 3.33449 -3.27202 -2.68850
H 3.66876 -2.91875 -1.86406
H 4.05566 -3.79805 -3.03412
O 4.83228 -1.22417 1.11981
H 5.75121 -1.16320 0.85886
H 4.76577 -0.66782 1.89587
O 2.45987 -4.86773 3.14685
H 1.84494 -4.39942 3.71145
H 2.82069 -4.19221 2.57265
O 3.26135 5.60255 -0.62422
H 2.79251 6.40431 -0.85574
H 2.57133 4.97246 -0.41666
O -5.14670 3.22905 1.81427
H -5.92952 3.76282 1.67829
H -5.38781 2.62370 2.51545
O -4.61519 -3.51792 2.04136
H -4.37433 -3.62331 1.12097
H -4.50179 -2.58319 2.21359
O -3.01270 1.61026 -5.14095
H -2.13533 1.23121 -5.08824
H -2.86430 2.55533 -5.17306
O -1.57853 5.61293 0.67742
H -1.04871 5.90051 1.42094
H -2.26041 5.06513 1.06624